Entry 1:
C17H37AsMnNO7P2Si2 | the ωB97M-V functional and the def2-TZVPD basis

Structure (XYZ):
```
68
Properties=species:S:1:pos:R:3:lowdin_charge:R:1
Mn -0.3570 0.9087 -0.0924 0.5888
C 2.4949 3.2303 1.3707 -0.0473
C 2.1225 3.7597 -0.0183 -0.5961
O 2.8382 4.9431 -0.3422 -0.0436
P 2.4290 2.5069 -1.2788 0.4947
O 3.9059 2.0000 -1.0547 -0.0686
O 2.4817 3.1842 -2.7012 -0.0781
O 1.4060 1.4241 -1.1901 -0.3906
P 0.3173 4.1362 -0.0810 0.3500
O 0.0716 4.2459 -1.6996 -0.1607
O 0.1172 5.4645 0.5329 -0.2704
O -0.4199 2.9119 0.4043 -0.3483
H 3.5727 3.0852 1.4274 0.0891
H 1.9871 2.2920 1.6000 0.0697
H 2.1953 3.9665 2.1172 0.0953
H 2.3213 5.6765 0.0293 0.0901
H 4.1363 1.2081 -1.5552 0.0729
H 1.6452 3.6466 -2.8752 0.0772
H -0.2657 5.1243 -1.9087 0.0897
C -3.4426 0.0187 -0.3234 -0.1230
N -2.7375 1.2633 -0.0481 -0.3230
C -3.2564 2.3295 -0.9007 -0.0805
C -2.8832 1.6042 1.3742 -0.1719
C -2.0087 0.7382 2.2542 -0.2413
C -2.3700 0.5185 3.5797 -0.0465
C -1.5510 -0.2187 4.4222 -0.0898
C -0.3674 -0.7556 3.9370 -0.0937
C -0.0117 -0.5530 2.6085 -0.1181
C -0.8173 0.2023 1.7595 -0.1902
H -4.5211 0.1228 -0.1391 0.0991
H -3.0491 -0.7601 0.3235 0.0546
H -3.2865 -0.2751 -1.3594 0.0749
H -4.3326 2.4817 -0.7404 0.0940
H -3.0973 2.0660 -1.9471 0.0929
H -2.7314 3.2570 -0.6839 0.0735
H -3.9354 1.5085 1.6777 0.1283
H -2.5931 2.6474 1.4997 0.1211
H -3.3004 0.9313 3.9568 0.1111
H -1.8416 -0.3809 5.4527 0.0999
H 0.2711 -1.3413 4.5876 0.0993
H 0.9013 -0.9985 2.2356 0.0648
C -0.4706 -4.4038 0.6293 -0.2138
Si -1.1571 -3.4328 -0.8171 0.2178
C -3.0198 -3.4539 -0.6144 -0.2293
C -0.7996 -4.2751 -2.4532 -0.2318
As -0.2208 -1.2922 -1.0727 0.8308
Si 2.1053 -1.6912 -1.0987 0.2528
C 2.9720 -0.9492 0.4008 -0.2238
C 2.6201 -3.4992 -1.0757 -0.2197
C 2.7897 -0.9511 -2.6889 -0.2289
H -0.7723 -5.4527 0.5416 0.0345
H -0.8860 -4.0125 1.5618 0.0303
H 0.6146 -4.3684 0.7030 -0.0019
H -3.3102 -4.5082 -0.5507 0.0351
H -3.5452 -3.0173 -1.4657 0.0294
H -3.3629 -2.9689 0.2985 0.0196
H -1.2830 -5.2569 -2.4702 0.0348
H 0.2644 -4.4205 -2.6432 0.0023
H -1.2064 -3.6828 -3.2754 0.0282
H 2.9117 -1.6512 1.2364 0.0270
H 2.5643 0.0063 0.7307 -0.0042
H 4.0363 -0.8076 0.1826 0.0355
H 2.5098 -3.9383 -0.0834 0.0147
H 3.6871 -3.5257 -1.3252 0.0372
H 2.1023 -4.1345 -1.7949 0.0081
H 2.2051 -0.0949 -3.0234 0.0101
H 2.7808 -1.7004 -3.4844 0.0326
H 3.8329 -0.6377 -2.5587 0.0231
```

## Properties
Relative energy (zero: lowest compared OMol25 entry of this formula, charge and spin) ... 20.4 kJ/mol
HOMO-LUMO gap (spin up / spin down) ... 6.66 / 7.99 eV
Charge ... 0
Lowest unoccupied orbital energy (spin up / spin down) ... -0.8 / 0.4 eV
E_HOMO (spin up / spin down) ... -7.48 / -7.58 eV
Spin multiplicity ... 5

=====

Entry 2:
C19H19N3O2 | the ωB97M-V functional and the def2-TZVPD basis

Structure (XYZ):
```
43
Properties=species:S:1:pos:R:3:lowdin_charge:R:1
C -1.8635 -1.2311 2.7556 -0.0602
N -2.5475 -1.3698 1.4947 0.0183
C -2.3542 -2.4254 0.6717 -0.5171
O -1.6303 -3.3578 0.9445 0.0598
C -3.1030 -2.3024 -0.6488 -0.0765
C -2.1896 -1.6548 -1.7011 -0.1044
N -1.5025 -0.4829 -1.1872 -0.0561
N -0.1944 -0.6442 -1.0158 0.1829
C 0.5350 0.2882 -0.4970 -0.1732
C 1.9559 -0.0365 -0.3052 -0.1782
C 2.6797 -0.6297 -1.3354 -0.0158
C 4.0109 -0.9490 -1.1602 -0.0369
C 4.6530 -0.6992 0.0481 -0.2792
C 6.0930 -1.0667 0.2331 -0.0521
C 3.9201 -0.1298 1.0813 -0.0376
C 2.5883 0.1993 0.9116 -0.0386
C -0.0225 1.5710 -0.1375 -0.0846
C 0.7338 2.6663 0.2989 -0.0136
C 0.1158 3.8560 0.6094 -0.0601
C -1.2664 3.9941 0.4884 -0.0624
C -2.0234 2.9410 0.0302 -0.0020
C -1.4107 1.7293 -0.2957 -0.0628
C -2.2231 0.6282 -0.8138 -0.3954
O -3.4411 0.6543 -0.9204 0.0563
H -1.2557 -0.3230 2.7666 0.0781
H -2.5750 -1.1941 3.5828 0.0825
H -1.2177 -2.1003 2.8713 0.0837
H -3.1809 -0.6350 1.2204 0.1233
H -4.0019 -1.6994 -0.5252 0.1054
H -3.3757 -3.2984 -0.9960 0.1224
H -1.4058 -2.3513 -2.0006 0.1295
H -2.7880 -1.3580 -2.5668 0.1288
H 2.1861 -0.8294 -2.2739 0.1124
H 4.5641 -1.4017 -1.9707 0.1133
H 6.6719 -0.8175 -0.6539 0.0787
H 6.5206 -0.5529 1.0905 0.0743
H 6.1834 -2.1404 0.3993 0.0854
H 4.3960 0.0550 2.0340 0.1109
H 2.0296 0.6152 1.7379 0.1165
H 1.8064 2.5733 0.3738 0.1110
H 0.7078 4.6947 0.9455 0.1074
H -1.7366 4.9325 0.7406 0.1061
H -3.0922 3.0219 -0.0992 0.1197
```

## Properties
Relative energy (zero: lowest compared OMol25 entry of this formula, charge and spin) ... 95.7 kJ/mol
HOMO-LUMO gap ... 8.66 eV
Charge ... 0
Lowest unoccupied orbital energy ... 0.2 eV
Structure (SMILES) ... CNC(=O)CCn1nc(-c2ccc(C)cc2)c2ccccc2c1=O
E_HOMO ... -8.42 eV
Spin multiplicity ... 1

=====

Entry 3:
C3H10O3 | the ωB97M-V functional and the def2-TZVPD basis

Structure (XYZ):
```
16
Properties=species:S:1:pos:R:3:lowdin_charge:R:1
C -1.1770 -0.6762 -1.9587 -0.1194
C 0.0451 -0.2936 -1.1848 -0.1878
C 0.2503 0.7479 -0.3449 -0.2450
O -0.6378 1.4884 0.3903 -0.0427
H -1.4403 -1.7350 -1.9302 0.0654
H -0.9718 -0.4469 -3.0875 0.1119
H -2.0821 -0.1498 -1.7122 0.0516
H 0.8982 -0.9846 -1.2613 0.0973
H 1.3603 1.1800 -0.4197 0.1491
H -1.5000 1.0693 -0.0022 0.1289
O 4.6189 -1.7104 1.4050 -0.0557
H 5.1665 -1.5991 2.1670 0.0148
H 4.0989 -0.8934 1.3226 0.0397
O -3.0987 1.2862 1.8618 -0.0947
H -2.1091 1.3122 1.9742 0.0374
H -3.4214 1.4052 2.7807 0.0493
```

## Properties
Relative energy (zero: lowest compared OMol25 entry of this formula, charge and spin) ... 173.7 kJ/mol
HOMO-LUMO gap ... 9.20 eV
Charge ... 0
Lowest unoccupied orbital energy ... 0.6 eV
Structure (SMILES) ... C/C=C\O.O.O
E_HOMO ... -8.56 eV
Spin multiplicity ... 1

=====

Entry 4:
C2H8NO | the ωB97M-V functional and the def2-TZVPD basis

Structure (XYZ):
```
12
Properties=species:S:1:pos:R:3:lowdin_charge:R:1
N -1.5101 0.8800 1.0796 0.3137
H -1.1429 0.9183 2.0314 0.1585
H -1.0573 1.6200 0.5305 0.1451
H -1.0819 0.0189 0.6978 0.1025
H -2.5142 1.0508 1.0169 0.1639
C -0.0762 -0.0482 -1.4560 -0.0025
C 0.6704 -0.7965 -0.6472 -0.2324
O 1.2124 -0.3819 0.6039 -0.0489
H -0.4974 -0.3958 -2.3991 0.0749
H 0.0722 1.0247 -1.6638 0.0871
H 0.9913 -1.7980 -0.8758 0.1218
H 2.0644 -0.1130 0.2138 0.1163
```

## Properties
Relative energy (zero: lowest compared OMol25 entry of this formula, charge and spin) ... 191.1 kJ/mol
HOMO-LUMO gap ... 10.57 eV
Charge ... +1
Lowest unoccupied orbital energy ... -3.9 eV
E_HOMO ... -14.46 eV
Spin multiplicity ... 1